#one
The following is a quantum chemistry calculation of a cluster of 2 separate species, C4H12OS in total, from OMol25.

Results
LUMO level = 0.7 eV
HOMO-LUMO gap = 0.3653 Eh
SMILES string = CCCCS.O

Last column: natural (NBO) charge in e.
Atoms and positions in Å:
S  0.85534  1.85821  1.10990  -0.086
O  -1.58511  1.54819  -1.87380  -0.928
C  1.16840  0.30330  0.09674  -0.469
C  -0.89927  -3.03264  -0.05840  -0.598
C  0.05739  -0.72337  0.31762  -0.402
C  0.11300  -1.97546  -0.53717  -0.397
H  -2.05551  1.22143  -1.07179  0.460
H  -1.01764  -3.78808  -0.83172  0.212
H  2.12467  -0.02661  0.48809  0.217
H  -1.86275  -2.57950  0.15995  0.203
H  -0.46276  -3.51841  0.81691  0.202
H  -0.44294  1.52885  1.35670  0.112
H  -1.14414  2.29203  -1.48421  0.469
H  -0.90328  -0.20480  0.26900  0.186
H  1.18451  0.59145  -0.94957  0.219
H  0.08386  -1.04743  1.36723  0.198
H  1.10953  -2.41082  -0.56837  0.202
H  -0.17654  -1.68460  -1.55469  0.201

#two
The following is a quantum chemistry calculation of a cluster of 2 separate species, C4H12OS in total, from OMol25.

Results
LUMO level = 0.9 eV
HOMO-LUMO gap = 0.3598 Eh
SMILES string = CCSCC.O

Last column: natural (NBO) charge in e.
Atoms and positions in Å:
S  1.52670  -2.28695  0.58112  0.156
O  -0.73991  -4.81916  -0.89116  -0.953
C  0.00000  0.00000  0.00000  -0.621
C  3.87828  -3.72700  0.64626  -0.624
C  3.20577  -2.60622  -0.07538  -0.511
C  1.40926  -0.60727  -0.14983  -0.511
H  -0.40459  -0.11053  1.02015  0.213
H  1.75135  -0.55627  -1.20141  0.215
H  -1.17174  -5.44135  -0.26293  0.465
H  4.91682  -4.00812  0.40331  0.224
H  -0.61168  -0.60674  -0.68872  0.212
H  -0.08084  1.05898  -0.29770  0.219
H  3.81013  -1.70933  0.16077  0.202
H  2.08321  0.02983  0.45461  0.203
H  3.21696  -4.57356  0.39606  0.206
H  3.22264  -2.74382  -1.17367  0.213
H  3.81002  -3.53572  1.73039  0.212
H  -0.21805  -4.21174  -0.31937  0.480

#three
The following is a quantum chemistry calculation of a cluster of 2 separate species, C4H12OS in total, from OMol25.

Results
LUMO level = 0.8 eV
HOMO-LUMO gap = 0.3622 Eh
SMILES string = CCO.CCS

Last column: natural (NBO) charge in e.
Atoms and positions in Å:
S  -0.25657  -2.66531  0.63685  -0.086
O  1.22115  2.17665  -0.42184  -0.710
C  0.18322  2.53204  -1.38579  -0.077
C  -0.31598  -0.84112  0.94547  -0.487
C  -0.84189  -0.49432  2.32294  -0.623
C  0.31033  1.82360  -2.72875  -0.653
H  0.66971  -0.47532  0.69807  0.211
H  0.28164  3.61125  -1.52245  0.178
H  -0.76073  2.31138  -0.88543  0.163
H  -0.18892  -0.81869  3.13908  0.216
H  -0.91648  0.59796  2.37814  0.220
H  0.44290  2.56656  -3.52273  0.224
H  -0.69682  -3.12003  1.84867  0.128
H  1.38323  1.28502  -0.74611  0.451
H  -1.04637  -0.43639  0.21071  0.206
H  -0.46400  1.10045  -2.95118  0.219
H  -1.88240  -0.78614  2.41144  0.215
H  1.28432  1.32197  -2.67607  0.207

The least stable of them is #three.

#one
The following is a quantum chemistry calculation of a structure of composition H10IO5, from OMol25.

Results
LUMO level = 3.3 eV
HOMO-LUMO gap = 0.3090 Eh
net charge = -1

Last column: natural (NBO) charge in e.
Atoms and positions in Å:
I  1.07907  0.04168  0.58564  -0.888
O  -2.20668  -1.89819  0.84191  -0.963
O  -1.84661  2.55434  1.33017  -0.948
O  1.33198  -2.63316  2.12651  -0.974
O  -0.34995  0.12670  -2.94162  -0.977
O  2.61709  2.23314  -2.18698  -0.960
H  -2.25925  -2.60444  0.14034  0.463
H  -1.15352  1.87875  1.35001  0.489
H  -1.54997  -1.26170  0.60075  0.492
H  -1.15715  -0.31172  -2.70598  0.457
H  2.02677  -2.64034  2.87332  0.444
H  0.06990  0.08485  -1.96970  0.493
H  1.32418  -1.72059  1.85739  0.468
H  2.35382  1.72357  -1.40777  0.486
H  1.86685  1.97808  -2.74216  0.466
H  -2.14654  2.44901  2.24817  0.452

#two
The following is a quantum chemistry calculation of a structure of composition H10IO5, from OMol25.

Results
LUMO level = 3.4 eV
HOMO-LUMO gap = 0.3092 Eh
net charge = -1

Last column: natural (NBO) charge in e.
Atoms and positions in Å:
I  -0.37765  -0.35870  0.19709  -0.473
O  2.27190  -1.28341  0.19518  -0.981
O  1.58907  1.44424  -0.76005  -0.970
O  -1.32735  1.20424  -2.07005  -0.981
O  -2.79975  -1.94796  0.32231  -0.976
O  0.80239  0.47517  2.58310  -0.972
H  1.88252  1.20292  0.11852  0.453
H  1.27768  1.26362  2.32103  0.442
H  -2.04647  -1.46144  -0.01251  0.441
H  0.79851  0.92319  -0.90058  0.441
H  0.36130  0.18442  1.78489  0.398
H  1.48428  -0.74111  0.15305  0.410
H  -3.47029  -1.84682  -0.35324  0.447
H  -0.91854  0.81934  -1.29483  0.418
H  -1.70012  2.02956  -1.76002  0.452
H  2.17247  -1.90727  -0.52395  0.453

#three
The following is a quantum chemistry calculation of a cluster of 6 separate species, H10IO5 in total, from OMol25.

Results
LUMO level = 3.3 eV
HOMO-LUMO gap = 0.3015 Eh
net charge = -1

Last column: natural (NBO) charge in e.
Atoms and positions in Å:
I  0.77418  -1.80377  -0.16625  -0.933
O  -1.45716  0.96222  -0.93350  -0.981
O  -1.65232  -1.06195  2.25334  -0.969
O  -0.57981  -0.58472  -3.28099  -0.956
O  1.69058  1.66098  -0.24440  -0.970
O  1.55670  0.45457  2.45698  -0.963
H  1.51336  -0.47031  2.26456  0.489
H  1.50948  0.76657  -0.01891  0.492
H  1.94123  2.15268  0.51711  0.461
H  -1.07071  -1.50644  1.64345  0.486
H  -0.20787  -0.74683  -4.13701  0.459
H  -2.35622  -0.88569  1.60870  0.461
H  0.78253  0.82178  2.04624  0.469
H  -1.23046  1.34385  -0.10277  0.464
H  -0.87640  0.21252  -1.18385  0.503
H  -0.33710  -1.31547  -2.72268  0.489

#four
The following is a quantum chemistry calculation of a cluster of 6 separate species, H10IO5 in total, from OMol25.

Results
LUMO level = 3.2 eV
HOMO-LUMO gap = 0.3033 Eh
net charge = -1

Last column: natural (NBO) charge in e.
Atoms and positions in Å:
I  -0.79174  0.36815  0.00898  -0.943
O  0.29768  -3.18399  -0.07311  -0.965
O  2.65443  1.56404  0.16005  -0.974
O  0.79661  -1.70819  -2.82155  -0.971
O  0.02670  3.95506  0.11544  -0.970
O  -3.24721  -0.27054  2.47699  -0.966
H  1.75715  1.17385  0.12447  0.495
H  -0.28162  3.03050  0.04695  0.494
H  -0.16782  -3.96733  0.23762  0.458
H  -2.57467  0.42156  2.41296  0.485
H  0.52566  3.97245  0.93757  0.461
H  0.40198  -1.18938  -2.10262  0.491
H  -0.36889  -2.47202  -0.04413  0.497
H  3.03261  1.36057  -0.70069  0.460
H  1.22616  -2.43575  -2.35867  0.471
H  -3.28702  -0.61899  1.57973  0.477

The least stable of them is #two.